The following is a quantum chemistry calculation of 6 unconnected molecules or ions with the total composition C24H53Br2F5N5O17S8, from OMol25.

Each line ends with the Mulliken charge.
Atoms and positions in Å:
1 C 0.78 -2.14 4.61  -0.60
2 C -0.61 -2.24 3.84  -0.25
3 N -1.40 -0.98 3.73  -0.57
4 N -0.64 0.08 3.19  0.69
5 C -0.31 0.96 4.14  0.28
6 N -0.75 0.64 5.51  -0.35
7 C -0.24 1.79 6.19  -0.02
8 S -0.64 1.79 7.97  -0.12
9 N 0.46 2.69 5.32  0.04
10 S 1.15 4.17 5.91  1.06
11 O 1.32 4.14 7.41  -0.53
12 O 2.55 4.40 5.39  -0.54
13 C -0.01 5.59 5.59  0.57
14 F -1.32 5.08 5.79  -0.25
15 F 0.20 6.54 6.59  -0.20
16 C 0.04 6.20 4.13  0.66
17 F 1.30 6.29 3.57  -0.16
18 F -0.42 7.54 4.25  -0.26
19 F -0.92 5.59 3.28  -0.18
20 N 0.41 2.18 4.00  0.22
21 S 1.11 3.07 2.73  -0.07
22 C -0.36 0.00 1.74  -0.97
23 Br 1.60 -0.26 1.30  -0.03
24 C -1.13 0.99 0.72  0.06
25 C -2.04 2.12 1.41  -1.03
26 Br 0.03 1.72 -0.76  0.01
27 H 1.42 -1.30 4.14  0.13
28 H 1.38 -3.10 4.41  0.07
29 H 0.71 -1.91 5.71  0.25
30 H -0.43 -2.68 2.80  0.22
31 H -1.23 -3.04 4.39  0.41
32 H -2.19 -1.18 3.10  0.40
33 H -1.82 2.54 8.04  0.22
34 H 2.51 3.08 2.90  0.21
35 H -0.74 -1.04 1.43  0.44
36 H -1.89 0.36 0.12  0.43
37 H -1.56 3.16 1.39  0.18
38 H -2.99 2.24 0.77  0.40
39 H -2.41 1.86 2.45  0.27
40 O -2.99 -0.26 -2.57  -0.69
41 S -3.39 0.91 -3.32  1.30
42 O -4.51 1.72 -2.93  -0.63
43 O -3.54 0.52 -4.87  -0.19
44 C -4.41 -0.57 -5.22  -0.41
45 C -5.87 -0.15 -5.16  -0.85
46 C -1.97 1.96 -3.50  -0.35
47 H -4.22 -1.43 -4.58  0.35
48 H -4.16 -0.85 -6.24  0.28
49 H -6.18 0.06 -4.13  0.30
50 H -6.51 -0.95 -5.55  0.40
51 H -6.04 0.76 -5.74  0.13
52 H -1.13 1.37 -3.83  0.43
53 H -1.76 2.40 -2.52  -0.12
54 H -2.21 2.75 -4.21  0.09
55 O -5.36 2.72 -7.14  -0.60
56 S -4.61 3.95 -7.17  1.12
57 O -5.11 5.13 -7.81  -0.61
58 O -3.12 3.65 -7.74  -0.18
59 C -3.00 2.99 -9.00  -0.36
60 C -3.26 3.94 -10.15  -1.04
61 C -4.13 4.37 -5.52  -0.41
62 H -3.66 2.12 -9.05  0.30
63 H -1.97 2.63 -9.07  0.29
64 H -4.31 4.26 -10.17  0.31
65 H -3.04 3.46 -11.11  0.39
66 H -2.65 4.84 -10.06  0.26
67 H -3.70 3.49 -5.04  -0.38
68 H -5.02 4.69 -4.98  0.43
69 H -3.41 5.18 -5.56  0.38
70 O -0.35 -4.92 3.08  -0.60
71 S 0.38 -6.00 2.47  1.16
72 O 0.17 -6.39 1.10  -0.62
73 O 0.26 -7.31 3.41  -0.26
74 C -1.04 -7.78 3.76  -0.31
75 C -1.70 -8.52 2.62  -0.99
76 C 2.11 -5.72 2.71  -1.03
77 H -1.66 -6.95 4.12  0.28
78 H -0.91 -8.46 4.60  0.28
79 H -1.93 -7.84 1.79  0.28
80 H -2.64 -8.97 2.95  0.40
81 H -1.04 -9.29 2.23  0.26
82 H 2.29 -5.47 3.76  0.31
83 H 2.41 -4.88 2.07  0.39
84 H 2.66 -6.61 2.42  0.37
85 O -0.20 5.06 -1.65  -0.46
86 S 0.54 6.29 -1.71  1.10
87 O 0.01 7.46 -2.36  -0.61
88 O 2.02 5.99 -2.28  -0.28
89 C 2.14 5.32 -3.53  -0.15
90 C 1.86 6.25 -4.70  -1.04
91 C 1.02 6.74 -0.07  -1.01
92 H 1.50 4.44 -3.56  0.16
93 H 3.17 4.97 -3.60  0.30
94 H 0.82 6.56 -4.71  0.29
95 H 2.09 5.76 -5.64  0.40
96 H 2.46 7.16 -4.62  0.28
97 H 1.46 5.87 0.41  0.19
98 H 0.13 7.06 0.46  0.42
99 H 1.73 7.56 -0.13  0.43
100 O 5.35 -9.15 2.67  -0.65
101 S 6.10 -7.93 2.74  1.27
102 O 5.62 -6.69 2.17  -0.59
103 O 7.60 -8.20 2.19  -0.29
104 C 7.75 -8.77 0.88  -0.33
105 C 7.52 -7.74 -0.21  -0.98
106 C 6.54 -7.63 4.43  -0.94
107 H 7.09 -9.63 0.76  0.32
108 H 8.78 -9.13 0.82  0.27
109 H 6.48 -7.41 -0.23  0.29
110 H 7.76 -8.15 -1.19  0.38
111 H 8.13 -6.85 -0.03  0.26
112 H 6.96 -8.54 4.85  0.32
113 H 5.64 -7.34 4.96  0.35
114 H 7.27 -6.82 4.46  0.32

Results
strongest force on any atom: 0.17738 Eh/bohr
charge: +1
electronic energy: -11331.39041 hartree
LUMO level: -4.54 eV
HOMO energy: -0.44341 Ha

=====

The following is a quantum chemistry calculation of 4 unconnected molecules or ions with the total composition C24H53O12P4, from OMol25.

Each line ends with the Mulliken charge.
Atoms and positions in Å:
1 P 0.39 -2.42 -1.06  0.13
2 C -1.36 -2.06 -1.61  0.77
3 C -1.92 -2.88 -2.67  -0.51
4 C -3.27 -2.58 -3.12  -0.43
5 C -4.01 -1.46 -2.52  -0.51
6 C -3.41 -0.67 -1.44  -0.48
7 C -2.04 -0.94 -0.96  -0.36
8 H 0.63 -2.08 0.29  0.21
9 H 0.74 -3.79 -1.21  0.18
10 H 1.22 -1.62 -1.91  0.22
11 H -1.33 -3.71 -3.14  0.27
12 H -3.70 -3.22 -3.93  0.39
13 H -5.03 -1.23 -2.90  0.42
14 H -3.94 0.17 -0.95  0.36
15 H -1.59 -0.31 -0.17  0.36
16 O -8.42 -3.03 -2.00  -0.80
17 P -9.05 -4.41 -1.94  1.17
18 O -7.67 -5.27 -2.27  -0.46
19 C -6.46 -5.00 -1.58  -0.15
20 C -6.41 -5.67 -0.22  -1.07
21 O -9.72 -4.41 -3.44  -0.34
22 C -9.97 -3.18 -4.13  -0.35
23 C -8.78 -2.79 -5.00  -0.87
24 O -9.93 -5.80 -1.68  -0.36
25 C -9.44 -7.08 -1.30  -0.06
26 C -9.53 -7.27 0.20  -1.12
27 H -6.29 -3.92 -1.48  0.25
28 H -5.65 -5.39 -2.20  0.30
29 H -7.19 -5.28 0.43  0.20
30 H -5.44 -5.49 0.26  0.41
31 H -6.55 -6.75 -0.31  0.28
32 H -10.22 -2.39 -3.41  0.33
33 H -10.85 -3.32 -4.75  0.34
34 H -7.83 -2.92 -4.48  0.14
35 H -8.87 -1.75 -5.32  0.34
36 H -8.75 -3.42 -5.89  0.30
37 H -8.45 -7.29 -1.68  0.22
38 H -10.10 -7.81 -1.78  0.36
39 H -9.10 -6.42 0.74  0.26
40 H -9.02 -8.19 0.50  0.34
41 H -10.57 -7.35 0.51  0.35
42 O 2.69 -0.88 2.23  -0.83
43 P 4.20 -0.78 2.32  1.18
44 O 4.27 0.60 3.22  -0.26
45 C 3.47 0.76 4.39  -0.38
46 C 4.08 0.10 5.60  -0.98
47 O 4.46 -0.13 0.82  -0.30
48 C 3.48 -0.27 -0.19  -0.33
49 C 2.52 0.91 -0.18  -0.58
50 O 5.86 -0.98 2.39  -0.40
51 C 6.75 -0.47 3.37  -0.04
52 C 7.03 -1.51 4.44  -1.22
53 H 2.45 0.40 4.23  0.32
54 H 3.39 1.84 4.57  0.30
55 H 4.15 -0.98 5.46  0.20
56 H 3.48 0.29 6.49  0.42
57 H 5.09 0.47 5.78  0.25
58 H 2.95 -1.22 -0.08  0.18
59 H 4.00 -0.31 -1.15  0.35
60 H 2.20 1.19 0.82  0.26
61 H 1.64 0.70 -0.79  0.33
62 H 3.02 1.80 -0.60  -0.08
63 H 6.44 0.48 3.79  0.19
64 H 7.69 -0.26 2.85  0.41
65 H 6.10 -1.94 4.83  0.27
66 H 7.59 -1.06 5.27  0.35
67 H 7.62 -2.33 4.03  0.36
68 O 3.94 6.81 1.82  -0.80
69 P 4.39 6.82 0.37  1.18
70 O 5.76 5.90 0.58  -0.43
71 C 5.72 4.69 1.32  -0.65
72 C 5.21 3.52 0.49  -0.34
73 O 5.08 8.31 0.36  -0.36
74 C 4.72 9.28 1.34  -0.33
75 C 5.64 9.21 2.55  -0.99
76 O 4.60 6.85 -1.29  -0.39
77 C 5.31 5.91 -2.09  -0.12
78 C 4.37 4.87 -2.66  -1.02
79 H 5.12 4.79 2.23  0.35
80 H 6.74 4.48 1.64  0.34
81 H 4.18 3.69 0.18  0.00
82 H 5.25 2.59 1.07  0.22
83 H 5.81 3.39 -0.41  0.26
84 H 3.67 9.16 1.63  0.33
85 H 4.80 10.27 0.88  0.34
86 H 5.82 8.19 2.87  0.26
87 H 5.22 9.78 3.38  0.34
88 H 6.61 9.64 2.30  0.29
89 H 6.15 5.46 -1.58  0.26
90 H 5.74 6.48 -2.92  0.36
91 H 3.73 4.44 -1.89  0.17
92 H 4.94 4.07 -3.15  0.33
93 H 3.71 5.32 -3.41  0.38

Results
strongest force on any atom: 0.16534 Eh/bohr
charge: +1
electronic energy: -3214.22880 hartree
LUMO level: -3.50 eV
HOMO energy: -0.42049 Ha

=====

The following is a quantum chemistry calculation of 3 unconnected molecules or ions with the total composition C24H53O3P2, from OMol25.

Each line ends with the Mulliken charge.
Atoms and positions in Å:
1 C 8.17 2.09 -0.35  -1.23
2 C 6.92 2.05 -1.23  -0.43
3 C 5.85 1.09 -0.72  -0.50
4 C 4.85 0.66 -1.79  -1.09
5 C 3.57 0.02 -1.24  -0.10
6 C 3.80 -1.35 -0.60  -0.72
7 C 2.55 -2.20 -0.34  -0.91
8 C 1.38 -2.03 -1.32  -0.88
9 C 0.38 -0.91 -0.98  0.18
10 C -1.05 -1.21 -1.40  -0.79
11 P -1.94 0.34 -2.09  -0.37
12 C -3.10 -0.85 -3.23  -0.92
13 C -4.07 -0.11 -4.03  -0.16
14 O -3.83 0.52 -5.04  -0.59
15 P -3.59 0.26 -0.40  -0.34
16 C -4.62 1.72 -0.90  -0.44
17 C -3.97 3.10 -0.74  -1.04
18 C -2.71 1.00 1.06  -0.45
19 C -2.00 -0.07 1.91  -1.15
20 H 8.84 1.27 -0.58  0.31
21 H 7.89 2.02 0.71  0.31
22 H 8.72 3.03 -0.47  0.37
23 H 7.20 1.73 -2.25  0.32
24 H 6.50 3.05 -1.34  0.34
25 H 5.31 1.55 0.12  0.35
26 H 6.36 0.19 -0.33  0.29
27 H 5.34 -0.07 -2.45  0.31
28 H 4.58 1.52 -2.41  0.34
29 H 2.84 -0.05 -2.05  0.37
30 H 3.14 0.70 -0.49  0.16
31 H 4.52 -1.91 -1.21  0.36
32 H 4.30 -1.18 0.36  0.20
33 H 2.85 -3.26 -0.35  0.33
34 H 2.18 -2.01 0.68  0.46
35 H 0.83 -2.98 -1.37  0.48
36 H 1.78 -1.87 -2.33  0.38
37 H 0.43 -0.75 0.10  -0.29
38 H 0.70 0.03 -1.45  0.29
39 H -1.06 -1.96 -2.19  0.45
40 H -1.63 -1.63 -0.57  0.19
41 H -2.60 1.52 -2.64  0.18
42 H -1.10 1.21 -1.23  0.06
43 H -0.93 0.40 -3.16  0.04
44 H -2.42 -1.39 -3.90  0.47
45 H -3.62 -1.56 -2.58  0.31
46 H -5.10 -0.09 -3.63  0.37
47 H -5.56 1.68 -0.33  0.57
48 H -4.88 1.58 -1.95  0.22
49 H -2.92 3.08 -1.05  0.26
50 H -4.00 3.43 0.31  0.16
51 H -4.49 3.86 -1.33  0.41
52 H -1.97 1.73 0.71  0.35
53 H -3.46 1.53 1.66  0.47
54 H -2.20 0.08 2.98  0.30
55 H -2.36 -1.08 1.66  0.41
56 H -0.92 -0.05 1.76  0.07
57 C -1.88 5.20 4.73  -0.60
58 C -0.84 4.10 4.92  -0.58
59 C -1.51 2.92 4.23  -0.32
60 O -2.30 3.47 3.18  -0.30
61 C -2.40 4.88 3.33  -0.49
62 H -1.48 6.21 4.81  0.33
63 H -2.68 5.09 5.47  0.27
64 H 0.09 4.37 4.40  0.28
65 H -0.59 3.90 5.96  0.36
66 H -2.16 2.37 4.92  0.24
67 H -0.80 2.21 3.79  0.20
68 H -1.79 5.37 2.56  0.30
69 H -3.44 5.17 3.18  0.27
70 C -0.98 -6.10 0.90  -0.60
71 C -1.29 -6.49 -0.55  -0.56
72 C -2.25 -5.38 -0.96  -0.48
73 O -1.85 -4.23 -0.22  -0.29
74 C -0.93 -4.58 0.80  -0.05
75 H -0.05 -6.52 1.28  0.34
76 H -1.79 -6.41 1.56  0.27
77 H -0.38 -6.45 -1.15  0.27
78 H -1.72 -7.48 -0.65  0.34
79 H -3.28 -5.63 -0.70  0.29
80 H -2.20 -5.14 -2.02  0.25
81 H 0.07 -4.23 0.52  -0.05
82 H -1.23 -4.07 1.72  0.25

Results
strongest force on any atom: 0.01332 Eh/bohr
charge: -1
electronic energy: -1854.55431 hartree
LUMO level: 2.66 eV
HOMO energy: -0.10548 Ha